Density functional theory data (ωB97M-V/def2-TZVPD) for the ion C3H9N2O with charge -1 in a non-equilibrium geometry.

XYZ file:
```
15
Properties=species:S:1:pos:R:3:forces:R:3
C -0.46887 0.06017 -1.25361 -3.146 0.506 -0.158
C -0.01407 -0.17581 0.20006 -1.427 -0.901 -0.372
C -0.13220 1.05224 1.11097 2.092 3.771 -3.970
N 1.26832 -0.74782 0.00556 1.269 -0.551 0.016
N 1.27938 -2.31069 0.22816 2.586 0.744 -0.493
O 0.41192 -2.80145 1.11730 -0.826 0.431 -0.261
H -0.40904 1.15719 -1.54613 -0.558 -0.954 0.557
H 0.18445 -0.38580 -1.98690 0.221 -0.650 0.205
H -1.54580 -0.39223 -1.41956 1.709 1.245 0.007
H -0.43685 -1.02513 0.82400 -1.111 0.381 -1.065
H 0.90295 1.69500 0.98183 -2.236 -1.159 0.233
H -0.17386 0.85210 2.10032 -0.210 -1.011 3.193
H -0.96774 1.85046 0.88922 1.356 -1.808 0.048
H 1.82757 -0.23786 0.66318 1.189 -1.002 0.832
H 1.22573 -2.70820 -0.75962 -0.909 0.958 1.227
```
Forces are in eV/Å.

Results
**Total charge**: -1
**Energy above the lowest of the compared OMol25 structures with the same formula, charge and spin**: 103.3 kcal per mole
**Gap between HOMO and LUMO**: 5.40 eV
**Lowest unoccupied orbital energy**: 4.154 eV
**Highest occupied orbital energy**: -1.25 eV
**Structure (SMILES)**: CC(C)NN[O-]

Density functional theory data (ωB97M-V/def2-TZVPD) for the ion C3H9N2O with charge +1 in a non-equilibrium geometry.

XYZ file:
```
15
Properties=species:S:1:pos:R:3:forces:R:3
C 2.06749 0.41769 -0.26893 -0.703 0.466 0.566
C 0.72071 -0.31632 -0.44659 0.622 -0.214 -1.869
O 0.12727 -1.16721 0.56042 1.353 -2.508 -0.086
C -0.60767 -0.12070 0.22975 0.160 2.416 1.141
N -0.86041 0.84966 1.28733 0.646 0.384 -1.498
N -1.87469 -0.58045 -0.54901 -0.431 2.053 -0.076
H 2.45743 0.21277 0.72193 -0.123 0.257 0.429
H 1.82364 1.54749 -0.34275 1.104 -1.795 -0.324
H 2.87388 -0.05169 -0.93252 -1.463 1.253 0.406
H 0.82064 -0.75772 -1.49564 -1.261 0.184 1.413
H -0.10006 1.54908 1.13592 -1.203 -0.501 0.867
H -0.94083 0.54452 2.29361 0.383 -0.047 -1.841
H -2.37940 -1.16140 0.09834 -0.689 -0.404 0.327
H -1.60818 -1.13447 -1.33775 0.474 -0.744 -0.595
H -2.51981 0.16876 -0.95413 1.130 -0.801 1.142
```
Forces are in eV/Å.

Results
**Total charge**: +1
**Energy above the lowest of the compared OMol25 structures with the same formula, charge and spin**: 70.1 kcal per mole
**Gap between HOMO and LUMO**: 11.11 eV
**Lowest unoccupied orbital energy**: -3.629 eV
**Highest occupied orbital energy**: -14.74 eV
**Structure (SMILES)**: C[C@H]1O[C@]1(N)[NH3+]

Density functional theory data (ωB97M-V/def2-TZVPD) for the ion C3H9N2O with charge +1 in a non-equilibrium geometry.

XYZ file:
```
15
Properties=species:S:1:pos:R:3:forces:R:3
N 0.59648 0.52984 2.37095 -2.703 -0.772 -3.136
C 0.08590 0.13898 1.13293 -2.565 4.491 4.816
O -1.02771 0.70460 0.95282 0.636 -1.597 -1.364
C 0.78376 -0.61685 0.14883 2.436 -0.827 -1.264
C -0.05394 -0.63769 -1.18722 -0.429 -0.623 1.819
N -0.91802 0.49870 -1.66948 0.762 2.923 1.646
H 1.45345 0.27827 2.67926 2.989 -0.978 1.404
H -0.11192 0.92923 2.96885 0.366 0.100 0.057
H 0.89961 -1.70474 0.42789 -0.376 1.051 -0.143
H 1.89988 -0.28649 0.17584 -1.902 -0.154 -0.759
H -0.73921 -1.45436 -0.89453 0.128 0.317 -1.265
H 0.61226 -0.79543 -1.96889 0.855 -1.143 -1.451
H -1.68376 0.19540 -2.25642 0.303 -0.244 -0.882
H -0.35354 1.35602 -2.07148 -1.524 -2.257 0.684
H -1.44322 0.86452 -0.80935 1.024 -0.289 -0.163
```
Forces are in eV/Å.

Results
**Total charge**: +1
**Energy above the lowest of the compared OMol25 structures with the same formula, charge and spin**: 32.5 kcal per mole
**Gap between HOMO and LUMO**: 10.64 eV
**Lowest unoccupied orbital energy**: -3.527 eV
**Highest occupied orbital energy**: -14.16 eV
**Structure (SMILES)**: NC(=O)CC[NH3+]

Density functional theory data (ωB97M-V/def2-TZVPD) for the ion C3H9N2O with charge +1 in a non-equilibrium geometry.

XYZ file:
```
15
Properties=species:S:1:pos:R:3:forces:R:3
C -2.22221 -0.73871 0.03366 -1.641 2.337 -0.381
O -1.65330 0.58957 -0.22546 0.887 -0.620 0.546
N -0.44287 0.47596 0.42301 2.264 0.021 -1.437
C 0.49504 1.53590 0.15854 2.158 -1.911 0.551
C 0.93767 0.27455 -0.60286 -2.572 0.321 -0.184
N 1.79500 -0.68032 0.11927 -1.669 -1.143 1.960
H -1.40433 -1.38371 -0.06945 0.603 -1.530 -0.392
H -2.99863 -0.78791 -0.74334 0.192 -0.615 0.546
H -2.60254 -0.72930 1.06231 -0.105 -0.264 -0.390
H 1.18995 1.73570 1.02366 -1.110 0.324 -0.820
H 0.21918 2.35159 -0.45056 -0.383 0.908 -0.491
H 0.91564 0.04806 -1.71625 -0.527 0.765 1.697
H 1.61110 -1.73077 -0.19386 0.694 2.719 0.800
H 1.37140 -0.56100 1.16352 1.673 -0.729 -2.503
H 2.78891 -0.39961 0.01782 -0.464 -0.584 0.497
```
Forces are in eV/Å.

Results
**Total charge**: +1
**Energy above the lowest of the compared OMol25 structures with the same formula, charge and spin**: 132.6 kcal per mole
**Gap between HOMO and LUMO**: 9.62 eV
**Lowest unoccupied orbital energy**: -3.930 eV
**Highest occupied orbital energy**: -13.55 eV
**Structure (SMILES)**: CON1C[C@H]1[NH3+]

Density functional theory data (ωB97M-V/def2-TZVPD) for the ion C3H9N2O with charge +1 in a non-equilibrium geometry.

XYZ file:
```
15
Properties=species:S:1:pos:R:3:forces:R:3
C -2.51103 -0.03540 -0.01063 0.573 -1.085 0.091
N -1.01813 0.05881 0.03798 -1.819 2.678 -0.085
O -0.74505 1.39419 0.39466 1.152 -1.738 -0.010
C -0.11576 -0.70370 -0.35245 3.585 -2.274 -1.288
C 1.70587 -0.55077 -0.22165 -0.664 -1.607 -1.585
N 2.18898 0.65135 0.28212 -0.507 -0.618 3.022
H -2.85786 0.75957 0.62622 -0.210 0.066 0.203
H -2.86156 0.09362 -1.02369 0.129 0.177 -0.281
H -2.80489 -1.02270 0.34629 0.001 0.169 0.070
H 0.23928 1.32470 0.42609 0.104 0.988 0.306
H -0.42245 -1.68118 -0.80195 0.064 0.844 0.715
H 2.28733 -0.90772 -1.20305 -2.190 0.815 1.613
H 1.86152 -1.39309 0.49290 -0.206 0.741 -0.398
H 2.47876 1.43369 -0.24365 0.480 0.371 -0.870
H 2.57499 0.57863 1.25081 -0.493 0.473 -1.503
```
Forces are in eV/Å.

Results
**Total charge**: +1
**Energy above the lowest of the compared OMol25 structures with the same formula, charge and spin**: 102.2 kcal per mole
**Gap between HOMO and LUMO**: 10.33 eV
**Lowest unoccupied orbital energy**: -4.085 eV
**Highest occupied orbital energy**: -14.42 eV
**Structure (SMILES)**: C/[N+](O)=C/CN

Density functional theory data (ωB97M-V/def2-TZVPD) for the ion C3H9N2O2 with charge +1.

XYZ file:
```
16
Properties=species:S:1:pos:R:3:forces:R:3
C 1.19238 0.32397 1.22486 -0.199 -0.106 -0.043
C 0.07020 -0.39125 0.45270 0.301 -0.479 0.220
O -1.13346 -0.18514 1.15791 -0.003 0.853 0.408
O -1.89892 -1.37203 1.28417 -0.046 -0.693 -0.707
C -0.03817 0.17701 -0.96055 -0.424 -0.239 0.488
N 0.91878 -0.06403 -1.82193 0.112 0.047 -0.385
N -1.09206 0.89630 -1.23207 -0.202 0.066 0.081
H 1.96938 0.70335 0.56925 0.124 0.009 -0.073
H 1.64120 -0.34811 1.94862 -0.026 -0.059 0.056
H 0.75467 1.16086 1.76256 -0.005 0.123 -0.025
H 0.26257 -1.47045 0.37169 -0.076 0.218 -0.039
H -2.16916 -1.38305 2.21678 0.296 0.322 0.001
H 0.87297 0.29438 -2.76689 0.124 -0.067 0.097
H 1.70985 -0.64507 -1.58260 -0.121 0.064 0.020
H -1.27739 1.31272 -2.13349 0.045 -0.025 0.054
H -1.78285 0.99054 -0.49101 0.099 -0.033 -0.153
```
Forces are in eV/Å.

Results
**Total charge**: +1
**Energy above the lowest of the compared OMol25 structures with the same formula, charge and spin**: 75.3 kcal per mole
**Gap between HOMO and LUMO**: 11.18 eV
**Lowest unoccupied orbital energy**: -3.298 eV
**Highest occupied orbital energy**: -14.47 eV
**Structure (SMILES)**: C[C@@H](OO)C(N)=[NH2+]

Density functional theory data (ωB97M-V/def2-TZVPD) for a cluster of 3 separate species, C3H9N2O2 in total in a non-equilibrium geometry.

XYZ file:
```
16
Properties=species:S:1:pos:R:3:forces:R:3
C 2.32345 0.39572 0.00486 0.802 -0.244 0.299
C 2.61863 -0.39183 -1.08206 0.621 0.040 -0.241
N 1.46894 -0.56397 -1.84686 -0.813 2.309 3.873
C 0.48822 0.08284 -1.16794 -0.970 0.872 0.728
N 0.96081 0.67963 -0.02982 1.667 -2.145 -3.486
H 3.03422 0.75548 0.79451 -1.122 -0.477 -0.942
H 3.54764 -0.86562 -1.41716 -0.430 0.494 0.405
H 1.37661 -0.94267 -2.74755 -0.097 -0.729 -1.129
H -0.58297 0.18434 -1.43076 1.037 -0.293 -0.061
H 0.37780 1.18070 0.62017 -0.680 -0.013 0.449
H -1.43458 1.35123 2.19883 -0.676 0.375 1.372
H -1.90041 0.19349 1.24926 -1.724 -1.504 0.261
O -1.31792 0.90838 1.38596 2.448 1.441 -1.460
H -4.13939 -0.42403 0.92197 -0.916 0.505 -0.129
H -3.50820 -1.67054 1.53936 0.182 0.591 -0.426
O -3.31285 -0.87314 1.00724 0.671 -1.222 0.487
```
Forces are in eV/Å.

Results
**Total charge**: +1
**Energy above the lowest of the compared OMol25 structures with the same formula, charge and spin**: 14.9 kcal per mole
**Gap between HOMO and LUMO**: 11.10 eV
**Lowest unoccupied orbital energy**: -3.041 eV
**Highest occupied orbital energy**: -14.14 eV

Density functional theory data (ωB97M-V/def2-TZVPD) for the molecule C3H9N2O2P in a non-equilibrium geometry.

XYZ file:
```
17
Properties=species:S:1:pos:R:3:forces:R:3
C -1.64351 0.49306 -0.77642 -3.133 -2.561 -0.165
P -0.42815 -0.78042 -0.34361 -0.751 -0.336 -0.917
C -0.62581 -1.29926 1.44899 0.978 0.054 -1.530
O -0.33957 -1.82778 -1.40590 -0.113 0.629 1.190
N 0.81652 0.41563 -0.41498 -0.215 -0.658 0.172
C 1.99761 -0.21585 -0.15888 2.629 -0.686 0.634
N 3.15938 0.41300 -0.47907 -0.978 2.797 -1.029
O 2.05768 -1.30443 0.37955 -0.657 -0.498 0.084
H -1.46439 0.83301 -1.76236 0.109 -0.249 -1.424
H -2.76640 0.26507 -0.66449 1.762 -0.172 -0.365
H -1.52679 1.34394 -0.24474 0.615 2.647 2.341
H 0.44990 -1.41186 1.86467 -2.241 0.162 -0.449
H -1.26001 -0.49670 1.84947 0.385 -0.375 0.485
H -1.19702 -2.25726 1.36610 0.619 0.726 0.379
H 0.71933 1.06724 -1.19221 0.385 -0.233 0.332
H 3.06867 1.42423 -0.52156 0.239 -0.287 -0.266
H 4.06802 0.13076 -0.21375 0.364 -0.960 0.526
```
Forces are in eV/Å.

Results
**Energy above the lowest of the compared OMol25 structures with the same formula, charge and spin**: 21.4 kcal per mole
**Gap between HOMO and LUMO**: 10.39 eV
**Lowest unoccupied orbital energy**: 0.580 eV
**Highest occupied orbital energy**: -9.81 eV
**Structure (SMILES)**: CP(C)(=O)NC(N)=O